No. 1
{"formula": "C3H3Cl3Si", "method": "ωB97M-V/def2-TZVPD", "energy_ev": -48605.9979, "orbital_gap_ev": 10.3, "e_homo_ev": -9.69, "smiles": "Cl[Si](Cl)(Cl)C1=CC1", "de_lowest_kcal_mol": 21.53, "e_lumo_ha": 0.0211, "elements": ["C", "C", "C", "Si", "Cl", "Cl", "Cl", "H", "H", "H"], "xyz": [[-1.476, -0.450, 0.500], [-0.322, -0.034, 0.021], [-0.642, -1.544, -0.109], [1.033, 1.294, -0.287], [2.453, 0.522, -1.457], [0.258, 2.948, -1.087], [1.873, 1.530, 1.582], [-2.123, -0.254, 1.213], [0.058, -1.991, 0.607], [-1.112, -2.021, -0.982]], "nbo_charge": [-0.139, -0.436, -0.438, 1.390, -0.323, -0.310, -0.346, 0.202, 0.193, 0.207]}



No. 2
{"formula": "C3H3Cl4FNO6S", "method": "ωB97M-V/def2-TZVPD", "energy_ev": -80570.2584, "orbital_gap_ev": 8.5, "e_homo_ev": -6.08, "e_lumo_ha": 0.0874, "total_charge": -1, "elements": ["C", "C", "Cl", "C", "Cl", "N", "Cl", "S", "O", "O", "F", "H", "H", "H", "O", "Cl", "O", "O", "O"], "xyz": [[3.171, -0.563, 0.472], [2.557, -0.186, -0.835], [3.685, 0.399, -2.005], [1.254, -0.251, -1.123], [0.586, 0.235, -2.634], [0.376, -0.709, -0.110], [-0.724, 0.533, 0.441], [-0.499, -2.112, -0.405], [-0.839, -2.683, 0.840], [-1.408, -2.022, -1.481], [0.741, -2.916, -0.945], [2.456, -1.088, 1.096], [3.517, 0.332, 0.989], [4.038, -1.200, 0.302], [-4.086, 2.782, -0.294], [-3.794, 2.446, 1.077], [-4.448, 1.212, 1.434], [-4.231, 3.508, 1.949], [-2.354, 2.283, 1.231]], "nbo_charge": [-0.651, -0.001, 0.017, 0.047, 0.042, -0.730, 0.240, 2.523, -0.878, -0.872, -0.489, 0.249, 0.232, 0.225, -0.868, 2.551, -0.868, -0.867, -0.902]}



No. 3
{"formula": "C3H3ClFN", "method": "ωB97M-V/def2-TZVPD", "energy_ev": -19883.9272, "orbital_gap_ev": 9.4, "e_homo_ev": -8.72, "de_lowest_kcal_mol": 121.17, "e_lumo_ha": 0.0233, "elements": ["C", "C", "C", "N", "F", "Cl", "H", "H", "H"], "xyz": [[-2.549, -0.040, -0.016], [1.944, -0.659, 0.301], [0.750, -0.638, -0.252], [-2.302, 0.973, 0.433], [2.834, 0.418, 0.481], [0.406, 1.021, -0.904], [-2.891, -0.908, -0.449], [-0.598, 1.412, -0.105], [2.406, -1.580, 0.511]], "nbo_charge": [0.186, 0.079, -0.445, -0.380, -0.376, 0.190, 0.236, 0.324, 0.185]}



No. 4
{"formula": "C3H3ClN2", "method": "ωB97M-V/def2-TZVPD", "energy_ev": -18661.5377, "orbital_gap_ev": 10.4, "e_homo_ev": -9.51, "smiles": "Clc1cc[nH]n1", "de_lowest_kcal_mol": 10.39, "e_lumo_ha": 0.0332, "elements": ["C", "C", "C", "H", "H", "H", "N", "N", "Cl"], "xyz": [[-0.255, -0.028, 0.008], [0.602, -1.122, 0.366], [1.849, -0.731, -0.093], [0.317, -2.045, 0.781], [2.869, -1.156, 0.020], [2.329, 1.233, -0.901], [1.668, 0.501, -0.590], [0.413, 0.923, -0.600], [-1.956, 0.194, 0.396]], "nbo_charge": [0.110, -0.353, -0.046, 0.237, 0.231, 0.419, -0.328, -0.278, 0.008]}



No. 5
{"formula": "C3H3ClN2O", "method": "ωB97M-V/def2-TZVPD", "energy_ev": -20707.5344, "orbital_gap_ev": 8.7, "e_homo_ev": -8.39, "de_lowest_kcal_mol": 46.23, "e_lumo_ha": 0.0128, "elements": ["C", "C", "C", "N", "N", "O", "Cl", "H", "H", "H"], "xyz": [[-0.494, 0.067, 0.261], [0.743, 2.046, -1.389], [0.335, -0.183, -0.731], [-1.338, 0.203, 1.125], [0.900, 0.867, -1.425], [0.783, 3.180, -1.527], [3.082, -0.364, 0.454], [4.343, -0.921, 0.546], [0.592, -1.101, -1.106], [-1.153, -0.083, 2.119]], "nbo_charge": [0.397, 0.859, -0.257, -0.609, -0.535, -0.487, -0.291, 0.290, 0.239, 0.393]}



No. 6
{"formula": "C3H3ClN2S", "method": "ωB97M-V/def2-TZVPD", "energy_ev": -29493.2736, "orbital_gap_ev": 8.9, "e_homo_ev": -8.98, "smiles": "C#CNN=C=S.Cl", "de_lowest_kcal_mol": 93.31, "e_lumo_ha": -0.0022, "elements": ["C", "C", "C", "N", "N", "S", "Cl", "H", "H", "H"], "xyz": [[-0.168, -0.828, 2.638], [0.610, -0.753, 1.723], [-0.803, 0.744, -0.015], [1.055, -0.646, 0.466], [0.353, 0.423, -0.089], [-2.206, 1.333, 0.277], [0.046, 0.835, -5.002], [-0.629, -0.725, 3.589], [2.001, -0.503, 0.396], [-0.261, 0.120, -3.982]], "nbo_charge": [-0.264, 0.105, 0.192, -0.417, -0.324, 0.074, -0.267, 0.241, 0.392, 0.268]}



No. 7
{"formula": "C3H3ClN2S", "method": "ωB97M-V/def2-TZVPD", "energy_ev": -29491.6472, "orbital_gap_ev": [8.0, 7.1], "e_homo_ev": [-9.41, -9.19], "smiles": "C/S(#N)=C(\\Cl)C#N", "de_lowest_kcal_mol": 130.82, "e_lumo_ha": [-0.0519, -0.0776], "elements": ["C", "C", "C", "N", "N", "S", "Cl", "H", "H", "H"], "xyz": [[-2.444, -0.001, -0.223], [-1.135, 0.446, -0.327], [1.619, 0.188, 0.096], [-3.472, -0.419, 0.103], [0.246, -2.213, -0.269], [0.069, -0.832, 0.188], [-0.683, 2.034, 0.071], [2.169, -0.668, 0.302], [1.761, 0.898, 0.867], [1.870, 0.569, -0.808]], "nbo_charge": [0.167, -0.412, -0.782, -0.227, -0.748, 1.185, 0.107, 0.235, 0.241, 0.235]}



No. 8
{"formula": "C3H3ClN3OS", "method": "ωB97M-V/def2-TZVPD", "energy_ev": -33024.7289, "orbital_gap_ev": 9.1, "e_homo_ev": -14.18, "de_lowest_kcal_mol": 38.72, "e_lumo_ha": -0.1877, "total_charge": 1, "elements": ["C", "C", "C", "N", "N", "N", "O", "S", "Cl", "H", "H", "H"], "xyz": [[4.002, 0.692, 0.406], [0.795, -0.141, -1.090], [1.837, -0.491, 0.256], [3.086, -0.066, 0.425], [1.011, -1.189, 1.019], [-0.204, -1.396, 0.699], [4.993, 1.296, 0.351], [-0.643, -0.711, -0.680], [-3.010, 0.691, 1.264], [1.334, 0.233, -2.001], [1.385, -1.695, 1.962], [-3.214, 1.293, 0.164]], "nbo_charge": [0.944, -0.542, 0.429, -0.582, -0.266, -0.409, -0.388, 1.015, -0.256, 0.308, 0.481, 0.267]}



No. 9
{"formula": "C3H3ClNO", "method": "ωB97M-V/def2-TZVPD", "energy_ev": -19205.7873, "orbital_gap_ev": [6.9, 6.9], "e_homo_ev": [-14.15, -14.15], "de_lowest_kcal_mol": 83.14, "e_lumo_ha": [-0.2678, -0.2678], "total_charge": 1, "elements": ["C", "C", "C", "N", "O", "Cl", "H", "H", "H"], "xyz": [[0.217, -0.800, 0.276], [1.453, -0.676, 0.050], [-0.823, 0.099, -0.220], [-0.158, 1.375, -0.251], [-0.695, 2.293, 0.232], [3.056, -0.608, -0.027], [-0.294, -1.732, 0.606], [-1.053, -0.063, -1.271], [-1.703, 0.109, 0.605]], "nbo_charge": [-0.322, 0.281, -0.329, 0.171, -0.144, 0.429, 0.365, 0.290, 0.260]}



No. 10
{"formula": "C3H3ClO", "method": "ωB97M-V/def2-TZVPD", "energy_ev": -17726.3622, "orbital_gap_ev": 10.9, "e_homo_ev": -10.03, "smiles": "C#COCCl", "de_lowest_kcal_mol": 48.10, "e_lumo_ha": 0.0305, "elements": ["C", "C", "C", "O", "Cl", "H", "H", "H"], "xyz": [[0.022, 1.095, 0.398], [-1.020, 1.666, 0.204], [0.522, -1.054, -0.044], [1.033, 0.201, 0.351], [0.627, -1.172, -1.877], [-1.849, 2.304, 0.313], [-0.538, -1.227, 0.358], [1.203, -1.813, 0.296]], "nbo_charge": [0.284, -0.336, -0.038, -0.479, -0.092, 0.239, 0.215, 0.205]}



No. 11
{"formula": "C3H3ClO2", "method": "ωB97M-V/def2-TZVPD", "energy_ev": -19775.0003, "orbital_gap_ev": 11.3, "e_homo_ev": -10.70, "smiles": "C[C@]1(Cl)OC1=O", "de_lowest_kcal_mol": 38.95, "e_lumo_ha": 0.0220, "elements": ["C", "C", "C", "O", "O", "Cl", "H", "H", "H"], "xyz": [[1.268, -0.729, 0.139], [0.328, 0.340, -0.089], [-1.123, 0.174, 0.064], [1.959, -1.647, 0.711], [1.036, -0.365, -1.133], [1.067, 1.973, 0.156], [-1.728, 0.527, 0.945], [-1.138, -0.903, 0.011], [-1.669, 0.631, -0.805]], "nbo_charge": [0.737, 0.166, -0.669, -0.527, -0.426, -0.029, 0.267, 0.238, 0.243]}



No. 12
{"formula": "C3H3ClO2", "method": "ωB97M-V/def2-TZVPD", "energy_ev": -19772.9909, "orbital_gap_ev": 9.8, "e_homo_ev": -9.47, "smiles": "OC#CCl.C=O", "de_lowest_kcal_mol": 85.29, "e_lumo_ha": 0.0127, "elements": ["C", "C", "C", "O", "O", "Cl", "H", "H", "H"], "xyz": [[-1.224, 0.947, 0.331], [0.775, -0.807, -0.167], [1.532, 0.105, -0.317], [-0.102, -1.731, 0.166], [-1.873, 1.165, -0.667], [2.603, 1.226, -0.650], [-0.385, 1.620, 0.746], [-1.350, 0.043, 0.892], [0.022, -2.568, -0.335]], "nbo_charge": [0.276, 0.279, -0.261, -0.660, -0.515, 0.148, 0.103, 0.118, 0.512]}



No. 13
{"formula": "C3H3ClO2", "method": "ωB97M-V/def2-TZVPD", "energy_ev": -19775.2800, "orbital_gap_ev": 10.3, "e_homo_ev": -9.73, "smiles": "C=C=O.O=CCl", "de_lowest_kcal_mol": 32.50, "e_lumo_ha": 0.0210, "elements": ["C", "C", "C", "O", "O", "Cl", "H", "H", "H"], "xyz": [[-0.721, -0.606, 0.454], [-1.492, 0.439, 0.441], [1.162, 0.312, -0.684], [-2.094, 1.421, 0.375], [0.961, 1.473, -0.809], [2.323, -0.294, 0.509], [-0.904, -1.423, -0.219], [-0.157, -0.842, 1.329], [0.922, -0.479, -1.396]], "nbo_charge": [-0.827, 0.767, 0.383, -0.417, -0.517, -0.101, 0.271, 0.286, 0.154]}



No. 14
{"formula": "C3H3ClO2S", "method": "ωB97M-V/def2-TZVPD", "energy_ev": -30608.0745, "orbital_gap_ev": [7.7, 7.6], "e_homo_ev": [-9.44, -9.42], "smiles": "O=C1C[C@@H]1Cl.O=S", "de_lowest_kcal_mol": 83.07, "e_lumo_ha": [-0.0649, -0.0658], "elements": ["C", "C", "C", "O", "O", "S", "Cl", "H", "H", "H"], "xyz": [[-0.143, 0.187, 0.893], [-0.456, -0.016, -0.512], [-0.784, -1.158, 0.607], [2.337, 0.824, -0.955], [-0.035, 0.975, 1.754], [2.746, 2.213, -1.145], [-2.546, -1.299, 0.886], [-1.209, 0.636, -0.829], [0.313, -0.281, -1.268], [-0.223, -2.081, 0.568]], "nbo_charge": [0.589, -0.525, -0.328, -0.711, -0.460, 0.713, -0.033, 0.247, 0.264, 0.244]}



No. 15
{"formula": "C3H3ClO3S", "method": "ωB97M-V/def2-TZVPD", "energy_ev": -32655.1817, "orbital_gap_ev": [7.6, 7.6], "e_homo_ev": [-9.63, -9.62], "de_lowest_kcal_mol": 94.33, "e_lumo_ha": [-0.0753, -0.0753], "elements": ["C", "C", "C", "O", "O", "O", "S", "Cl", "H", "H", "H"], "xyz": [[-0.422, 0.248, -0.639], [0.302, 1.462, 0.349], [-1.511, -0.536, 0.009], [-0.031, 2.430, 0.907], [2.168, -0.568, -1.579], [1.573, 1.080, 0.191], [1.272, -0.385, -0.509], [1.898, -1.601, 1.215], [-2.401, 0.091, -0.311], [-1.568, -1.385, -0.597], [-1.281, -0.836, 0.963]], "nbo_charge": [-0.405, 0.749, -0.683, -0.506, -0.804, -0.658, 1.854, -0.258, 0.262, 0.227, 0.222]}



No. 16
{"formula": "C3H3ClOS", "method": "ωB97M-V/def2-TZVPD", "energy_ev": -28561.2345, "orbital_gap_ev": 9.6, "e_homo_ev": -8.90, "de_lowest_kcal_mol": 68.02, "e_lumo_ha": 0.0250, "elements": ["C", "C", "C", "O", "S", "Cl", "H", "H", "H"], "xyz": [[-0.311, -1.051, -0.339], [0.264, 0.228, -0.850], [-0.248, -0.104, 0.816], [1.631, 1.918, 0.768], [1.452, 0.513, 0.477], [-1.572, 0.745, 1.496], [-1.297, -1.328, -0.698], [0.363, -1.901, -0.285], [-0.283, 0.979, -1.384]], "nbo_charge": [-0.450, -0.443, -0.298, -0.916, 1.326, 0.069, 0.247, 0.215, 0.250]}



No. 17
{"formula": "C3H3CrO3", "method": "ωB97M-V/def2-TZVPD", "spin_multiplicity": 6, "energy_ev": -37718.2482, "orbital_gap_ev": [6.0, 7.8], "e_homo_ev": [-6.89, -8.47], "de_lowest_kcal_mol": 72.15, "e_lumo_ha": [-0.0325, -0.0256], "elements": ["O", "O", "C", "O", "C", "H", "C", "H", "H", "Cr"], "xyz": [[0.608, -2.514, 0.647], [0.314, 0.907, -1.441], [-0.044, 0.742, -0.258], [0.923, 0.419, 0.596], [0.167, -0.321, 1.563], [0.292, 0.152, 2.546], [0.484, -1.790, 1.629], [-0.956, -0.701, 1.487], [0.894, -2.089, 2.621], [-1.565, 1.665, -1.536]], "nbo_charge": [-0.510, -0.751, 0.220, -0.499, -0.193, 0.199, 0.383, 0.236, 0.119, 0.796]}



No. 18
{"formula": "C3H3CuO2", "method": "ωB97M-V/def2-TZVPD", "spin_multiplicity": 2, "energy_ev": -51882.5313, "orbital_gap_ev": [6.4, 9.0], "e_homo_ev": [-12.42, -15.04], "de_lowest_kcal_mol": 47.67, "e_lumo_ha": [-0.2212, -0.2210], "total_charge": 1, "elements": ["O", "O", "C", "C", "C", "H", "H", "H", "Cu"], "xyz": [[-0.859, -0.605, -0.785], [1.050, 0.198, -0.256], [-1.170, 0.138, 0.344], [0.070, 0.737, 0.830], [0.390, -0.442, -1.156], [-2.055, -0.166, 0.894], [0.124, 1.833, 0.780], [0.414, 0.375, 1.810], [2.036, -2.068, -2.460]], "nbo_charge": [-0.453, -0.462, 0.111, -0.185, 0.382, 0.230, 0.246, 0.243, 0.888]}



No. 19
{"formula": "C3H3ErFO2", "method": "ωB97M-V/def2-TZVPD", "spin_multiplicity": 4, "energy_ev": -37549.4542, "orbital_gap_ev": [10.4, 5.2], "e_homo_ev": [-25.69, -23.40], "de_lowest_kcal_mol": 104.68, "e_lumo_ha": [-0.5602, -0.6689], "total_charge": 3, "elements": ["H", "F", "O", "O", "C", "C", "C", "H", "H", "Er"], "xyz": [[0.172, -1.606, -0.144], [-1.409, 1.597, -0.245], [-0.445, 0.181, 1.269], [1.080, 0.250, -0.300], [-1.193, 0.300, 0.032], [-0.121, -0.389, -0.814], [0.642, -0.433, 0.796], [-2.140, -0.240, 0.125], [-0.076, -0.331, -1.901], [3.490, 0.671, 1.183]], "nbo_charge": [0.305, -0.203, -0.361, -0.534, 0.418, 0.010, 0.714, 0.282, 0.361, 2.007]}



No. 20
{"formula": "C3H3F2I", "method": "ωB97M-V/def2-TZVPD", "energy_ev": -16691.7706, "orbital_gap_ev": 9.7, "e_homo_ev": -9.37, "smiles": "FC1=C[C@@H]1I.F", "de_lowest_kcal_mol": 61.99, "e_lumo_ha": 0.0116, "elements": ["C", "C", "C", "F", "F", "I", "H", "H", "H"], "xyz": [[0.791, -0.335, 0.460], [0.315, 0.741, -0.469], [-0.182, 0.436, 0.902], [-1.051, -2.110, -0.197], [-0.808, 0.898, 1.929], [1.385, 2.502, -1.020], [-1.536, -1.532, -0.774], [1.413, -1.105, 0.468], [-0.327, 0.505, -1.299]], "nbo_charge": [-0.223, -0.387, 0.431, -0.556, -0.262, 0.035, 0.561, 0.223, 0.179]}